# 1
Here is 12 unconnected molecules or ions with the total composition C39H108F9N9O18S3 at a distorted geometry from OMol25. Energies are from ωB97M-V with the def2-TZVPD basis set.

Output
DFT total energy = -149363.6494 eV
Relative energy (zero: lowest compared OMol25 entry of this formula, charge and spin) = 0.0 kJ/mol
LUMO energy = -10.942 eV
HOMO energy = -18.63 eV
Strongest force on any atom = 2.46 eV/Å
Charge = +6

Element x y z (Å)
1 C -1.02 -1.51 -5.22
2 C -2.40 -1.97 -4.82
3 C -3.15 -2.68 -5.94
4 O -4.27 -3.34 -5.42
5 C -5.02 -4.04 -6.40
6 N -2.33 -2.93 -3.65
7 H -1.75 -3.75 -3.81
8 H -1.98 -2.47 -2.78
9 H -3.24 -3.36 -3.43
10 H -0.41 -2.30 -5.65
11 H -0.42 -1.19 -4.36
12 H -1.08 -0.70 -5.94
13 H -3.07 -1.19 -4.45
14 H -2.47 -3.34 -6.48
15 H -3.48 -1.95 -6.68
16 H -5.79 -4.62 -5.89
17 H -4.34 -4.68 -6.96
18 H -5.56 -3.42 -7.12
19 C 7.40 -1.65 -4.35
20 C 6.53 -0.89 -5.31
21 C 5.13 -1.51 -5.39
22 O 4.61 -1.69 -4.09
23 C 3.23 -1.96 -4.10
24 N 6.51 0.60 -4.96
25 H 6.69 0.76 -3.97
26 H 7.21 1.10 -5.51
27 H 5.61 1.03 -5.22
28 H 7.22 -2.72 -4.47
29 H 7.15 -1.39 -3.32
30 H 8.48 -1.55 -4.42
31 H 6.92 -0.82 -6.33
32 H 5.25 -2.50 -5.83
33 H 4.49 -0.91 -6.03
34 H 2.63 -1.11 -4.40
35 H 2.93 -2.25 -3.09
36 H 2.95 -2.85 -4.68
37 C -2.04 4.40 0.21
38 C -3.51 4.22 0.61
39 C -3.70 3.39 1.86
40 O -2.99 4.02 2.90
41 C -2.94 3.17 4.05
42 N -4.02 5.64 0.90
43 H -4.02 6.14 0.01
44 H -4.99 5.66 1.24
45 H -3.44 6.15 1.57
46 H -1.46 4.63 1.10
47 H -1.86 5.30 -0.40
48 H -1.61 3.53 -0.27
49 H -4.10 3.87 -0.24
50 H -3.33 2.38 1.69
51 H -4.77 3.36 2.12
52 H -2.48 2.19 3.89
53 H -3.96 2.93 4.36
54 H -2.45 3.72 4.85
55 C 4.22 3.23 -1.01
56 C 2.88 2.63 -0.56
57 C 2.52 3.02 0.87
58 O 1.12 2.82 1.08
59 C 0.73 3.37 2.34
60 N 1.84 3.06 -1.54
61 H 1.50 4.01 -1.36
62 H 2.16 3.09 -2.54
63 H 1.04 2.41 -1.49
64 H 4.58 2.76 -1.92
65 H 4.89 3.11 -0.16
66 H 4.08 4.31 -1.11
67 H 2.91 1.54 -0.61
68 H 2.75 4.10 0.93
69 H 3.08 2.47 1.63
70 H -0.27 2.97 2.49
71 H 0.77 4.46 2.41
72 H 1.26 2.91 3.18
73 C -4.09 -3.71 2.38
74 C -4.27 -3.46 3.87
75 C -3.72 -2.13 4.32
76 O -4.04 -1.98 5.68
77 C -3.81 -0.70 6.18
78 N -5.74 -3.41 4.16
79 H -6.30 -4.21 3.85
80 H -5.87 -3.31 5.17
81 H -6.21 -2.59 3.75
82 H -3.03 -3.84 2.16
83 H -4.27 -2.82 1.78
84 H -4.64 -4.58 2.01
85 H -3.93 -4.28 4.50
86 H -4.02 -1.26 3.72
87 H -2.62 -2.10 4.26
88 H -2.79 -0.33 6.02
89 H -3.95 -0.71 7.27
90 H -4.58 0.01 5.86
91 C -1.29 7.42 -4.35
92 C -0.71 6.05 -4.02
93 C -1.65 4.87 -3.87
94 O -0.90 3.70 -3.65
95 C -1.70 2.54 -3.72
96 N 0.34 5.76 -5.08
97 H 1.18 6.34 -5.13
98 H 0.81 4.84 -4.94
99 H -0.08 5.69 -6.01
100 H -0.50 8.15 -4.29
101 H -2.04 7.68 -3.60
102 H -1.80 7.47 -5.31
103 H -0.13 6.17 -3.11
104 H -2.28 4.76 -4.76
105 H -2.21 5.14 -2.96
106 H -2.48 2.64 -4.48
107 H -2.22 2.39 -2.77
108 H -1.15 1.61 -3.82
109 C -1.40 -8.34 -0.06
110 C -0.78 -7.08 0.53
111 C -0.10 -6.15 -0.46
112 O 0.39 -5.04 0.28
113 C 0.87 -3.91 -0.46
114 N -1.96 -6.24 1.10
115 H -2.51 -6.83 1.71
116 H -1.60 -5.45 1.63
117 H -2.46 -5.87 0.29
118 H -1.97 -8.11 -0.96
119 H -1.97 -8.98 0.62
120 H -0.56 -8.98 -0.32
121 H -0.18 -7.25 1.43
122 H -0.84 -5.67 -1.12
123 H 0.70 -6.64 -1.02
124 H 1.15 -3.09 0.18
125 H 0.08 -3.66 -1.19
126 H 1.74 -4.23 -1.05
127 C 7.54 -0.60 4.20
128 C 6.94 -0.72 2.81
129 C 5.41 -0.85 2.85
130 O 4.85 -0.96 1.57
131 C 3.59 -1.61 1.50
132 N 7.20 0.58 2.04
133 H 7.14 0.48 1.03
134 H 6.64 1.41 2.26
135 H 8.15 0.90 2.28
136 H 7.33 0.35 4.69
137 H 8.62 -0.73 4.14
138 H 7.21 -1.44 4.81
139 H 7.43 -1.53 2.27
140 H 5.02 0.05 3.35
141 H 5.09 -1.70 3.45
142 H 3.57 -2.66 1.80
143 H 3.24 -1.63 0.46
144 H 2.82 -0.97 1.94
145 C -0.01 -0.94 8.96
146 C 0.90 -0.06 8.13
147 C 1.06 -0.47 6.66
148 O -0.14 -0.19 5.98
149 C -0.15 -0.63 4.63
150 N 0.32 1.36 8.16
151 H 0.35 1.76 9.10
152 H 0.85 1.96 7.52
153 H -0.64 1.40 7.81
154 H -1.04 -0.86 8.62
155 H -0.05 -0.62 10.00
156 H 0.31 -1.98 8.94
157 H 1.88 0.03 8.60
158 H 1.29 -1.54 6.66
159 H 1.92 0.05 6.21
160 H 0.64 -0.18 4.02
161 H -1.05 -0.31 4.11
162 H 0.04 -1.71 4.58
163 C -1.07 -0.31 0.51
164 F -0.39 0.22 1.54
165 F -1.32 -1.59 0.86
166 F -2.22 0.30 0.34
167 S -0.12 -0.31 -1.11
168 O -0.94 -1.23 -1.90
169 O -0.13 1.05 -1.62
170 O 1.23 -0.84 -0.88
171 C 1.50 1.36 -5.62
172 F 1.27 0.86 -4.41
173 F 1.95 0.45 -6.44
174 F 0.35 1.82 -6.11
175 S 2.67 2.82 -5.45
176 O 2.15 3.56 -4.29
177 O 3.99 2.24 -5.23
178 O 2.52 3.57 -6.67
179 C -6.22 0.36 1.05
180 F -5.89 1.61 0.68
181 F -7.28 -0.03 0.38
182 F -5.17 -0.45 0.83
183 S -6.64 0.42 2.89
184 O -7.93 1.02 3.02
185 O -6.61 -1.00 3.28
186 O -5.53 1.18 3.47

# 2
Here is a molecular structure, C6H10O2 at a distorted geometry from OMol25. Energies are from ωB97M-V with the def2-TZVPD basis set.

Output
DFT total energy = -10469.2138 eV
Relative energy (zero: lowest compared OMol25 entry of this formula, charge and spin) = 960.6 kJ/mol
LUMO energy = -3.827 eV
HOMO energy = -7.66 eV
Strongest force on any atom = 5.71 eV/Å

Element x y z (Å)
1 O -0.24 1.47 -2.46
2 C -0.86 0.40 -1.97
3 O 0.46 -2.86 -0.67
4 C -0.61 -0.24 -0.58
5 C 0.30 0.81 0.13
6 C 0.31 0.48 1.56
7 C 0.05 1.59 2.44
8 C 0.40 -0.87 1.99
9 H -1.48 -0.29 -2.63
10 H 0.13 -0.38 -1.56
11 H -0.49 -1.41 -0.17
12 H -0.18 1.79 -0.06
13 H 1.32 0.77 -0.31
14 H 0.22 2.53 1.93
15 H -0.17 1.46 3.45
16 H 0.75 -1.64 1.33
17 H 0.01 -1.15 2.98
18 H 0.57 -3.54 -1.34

# 3
Here is a molecular structure, C33H32OP2Ru at a distorted geometry from OMol25. Energies are from ωB97M-V with the def2-TZVPD basis set.

Output
Multiplicity = 5
DFT total energy = -57929.6900 eV
Relative energy (zero: lowest compared OMol25 entry of this formula, charge and spin) = 215.2 kJ/mol
<S²> = 6.0303
LUMO energy (alpha / beta) = -5.375 / -7.791 eV
HOMO energy (alpha / beta) = -13.21 / -13.69 eV
Strongest force on any atom = 2.15 eV/Å
Charge = +2

Element x y z (Å)
1 Ru -1.28 0.13 0.95
2 C -5.03 0.65 1.30
3 C -3.75 0.81 2.07
4 C -3.05 2.02 2.06
5 C -1.91 2.20 2.85
6 C -1.45 1.15 3.65
7 C -2.12 -0.07 3.65
8 C -3.26 -0.24 2.87
9 H -5.17 -0.37 0.93
10 H -5.10 1.35 0.47
11 H -5.89 0.84 1.96
12 H -3.42 2.84 1.46
13 H -1.40 3.15 2.84
14 H -0.57 1.29 4.26
15 H -1.77 -0.88 4.27
16 H -3.80 -1.18 2.90
17 C 1.92 -0.51 1.29
18 C 1.06 -1.76 1.11
19 P 0.47 -2.02 -0.69
20 C -0.93 -1.95 -1.74
21 C -0.71 -2.15 -3.13
22 C -1.72 -1.93 -4.03
23 C -2.97 -1.50 -3.62
24 C -3.24 -1.32 -2.26
25 C -2.22 -1.54 -1.37
26 C 1.74 -3.02 -1.45
27 C 2.98 -2.47 -1.78
28 C 3.97 -3.28 -2.31
29 C 3.73 -4.63 -2.50
30 C 2.50 -5.18 -2.18
31 C 1.50 -4.38 -1.65
32 P 0.88 0.99 1.14
33 C 1.62 2.38 2.01
34 C 1.98 2.23 3.35
35 C 2.53 3.29 4.05
36 C 2.72 4.51 3.41
37 C 2.36 4.67 2.08
38 C 1.81 3.61 1.38
39 C 0.90 1.44 -0.62
40 C -0.34 1.87 -1.13
41 C -0.51 2.03 -2.51
42 C 0.55 1.80 -3.37
43 C 1.79 1.42 -2.87
44 C 1.96 1.25 -1.50
45 H 2.80 -0.51 0.66
46 H 2.27 -0.53 2.33
47 H 0.24 -1.84 1.82
48 H 1.65 -2.68 1.13
49 H 0.27 -2.46 -3.48
50 H -1.53 -2.09 -5.09
51 H -3.75 -1.32 -4.35
52 H -4.23 -1.02 -1.93
53 H -3.16 -0.80 -0.15
54 H 3.17 -1.41 -1.65
55 H 4.93 -2.85 -2.57
56 H 4.51 -5.26 -2.91
57 H 2.32 -6.24 -2.33
58 H 0.54 -4.81 -1.41
59 H 1.84 1.28 3.86
60 H 2.82 3.17 5.09
61 H 3.15 5.34 3.95
62 H 2.51 5.62 1.59
63 H 1.54 3.74 0.34
64 H -1.19 2.11 -0.49
65 H -1.47 2.36 -2.89
66 H 0.41 1.93 -4.44
67 H 2.62 1.28 -3.54
68 H 2.93 0.97 -1.12
69 O -2.56 -1.55 -0.02

# 4
Here is 2 unconnected molecules or ions with the total composition C8H12N6 at a distorted geometry from OMol25. Energies are from ωB97M-V with the def2-TZVPD basis set.

Output
DFT total energy = -17427.6279 eV
Relative energy (zero: lowest compared OMol25 entry of this formula, charge and spin) = 250.1 kJ/mol
LUMO energy = 0.750 eV
HOMO energy = -8.58 eV
Strongest force on any atom = 4.30 eV/Å

Element x y z (Å)
1 C -1.23 -0.82 0.48
2 C -0.62 0.22 -3.28
3 C 0.10 -0.67 1.00
4 C -0.13 1.65 -1.84
5 C 2.17 -1.31 -0.16
6 C -1.18 3.63 -0.94
7 C 1.23 -1.56 1.07
8 C -0.19 2.79 -0.96
9 N -1.67 0.50 0.54
10 N -1.11 1.30 -2.75
11 N 0.27 0.66 1.25
12 N 0.92 0.79 -1.88
13 N 0.62 -0.09 -2.82
14 N -0.76 1.32 1.05
15 H -1.95 -1.59 0.13
16 H -0.92 -0.22 -4.13
17 H 1.99 -0.29 -0.34
18 H 1.75 -1.92 -0.94
19 H 3.07 -1.71 0.04
20 H -1.85 3.49 -1.76
21 H -1.12 4.44 -0.24
22 H -2.62 0.95 0.28
23 H 1.78 -1.51 2.00
24 H 0.90 -2.66 0.84
25 H 0.67 2.77 -0.22
26 H 1.27 -0.91 -2.74

# 5
Here is a molecular structure, C3H2LiO3 at a distorted geometry from OMol25. Energies are from ωB97M-V with the def2-TZVPD basis set.

Output
DFT total energy = -9473.9502 eV
Relative energy (zero: lowest compared OMol25 entry of this formula, charge and spin) = 827.5 kJ/mol
LUMO energy (alpha / beta) = -8.234 / -8.229 eV
HOMO energy (alpha / beta) = -15.12 / -15.07 eV
Strongest force on any atom = 2.72 eV/Å
Charge = +1

Element x y z (Å)
1 O 0.95 -0.47 -1.21
2 C 1.03 -1.67 -1.34
3 H 2.02 -2.15 -1.44
4 H 0.14 -2.31 -1.21
5 O -0.12 0.43 0.32
6 Li -0.30 0.96 -1.34
7 O -1.12 1.42 0.87
8 C -1.20 1.72 2.05
9 C -1.41 2.05 3.30

# 6
Here is C20H15N3O2S in the gas phase at a distorted geometry from OMol25. Energies are from ωB97M-V with the def2-TZVPD basis set.

Output
DFT total energy = -40381.2270 eV
Relative energy (zero: lowest compared OMol25 entry of this formula, charge and spin) = 293.3 kJ/mol
LUMO energy = 0.015 eV
HOMO energy = -8.03 eV
Strongest force on any atom = 3.97 eV/Å

Element x y z (Å)
1 O 1.96 0.05 3.71
2 N -0.57 -0.55 -0.23
3 N 3.42 2.41 -1.32
4 O 0.59 0.74 1.29
5 S 0.85 1.52 -7.11
6 C 0.90 -0.24 4.19
7 C 0.44 0.31 0.00
8 C 2.08 2.70 -6.84
9 C 0.76 1.30 -5.40
10 C 2.23 2.92 -5.52
11 C 1.49 2.11 -4.61
12 C -1.05 -0.76 1.05
13 C -0.25 -0.16 2.00
14 C 2.52 1.71 -0.51
15 C 2.93 2.59 -2.60
16 C -4.19 -3.38 2.19
17 C -2.97 -3.90 1.85
18 C -4.44 -1.98 2.04
19 C 0.93 1.16 -2.37
20 C -1.95 -3.05 1.55
21 C -3.34 -1.15 1.88
22 C 1.35 0.98 -0.99
23 C 1.74 1.96 -3.16
24 C -2.11 -1.64 1.48
25 N -0.21 -0.50 3.40
26 C 0.86 -0.59 5.67
27 H 2.43 3.23 -7.74
28 H 0.25 0.55 -4.80
29 H 2.90 3.73 -5.20
30 H 2.75 1.60 0.54
31 H 3.68 3.12 -3.26
32 H -4.94 -4.13 2.51
33 H -2.81 -4.96 1.87
34 H -5.47 -1.57 2.22
35 H 0.01 0.68 -2.64
36 H -1.09 -3.64 1.22
37 H -3.38 -0.13 1.67
38 H -0.98 -1.05 3.83
39 H 0.59 0.26 6.42
40 H 1.92 -0.85 6.03
41 H 0.15 -1.42 5.72

Please write out number 5 again, unchanged.
Here is a molecular structure, C3H2LiO3 at a distorted geometry from OMol25. Energies are from ωB97M-V with the def2-TZVPD basis set.

Output
DFT total energy = -9473.9502 eV
Relative energy (zero: lowest compared OMol25 entry of this formula, charge and spin) = 827.5 kJ/mol
LUMO energy (alpha / beta) = -8.234 / -8.229 eV
HOMO energy (alpha / beta) = -15.12 / -15.07 eV
Strongest force on any atom = 2.72 eV/Å
Charge = +1

Element x y z (Å)
1 O 0.95 -0.47 -1.21
2 C 1.03 -1.67 -1.34
3 H 2.02 -2.15 -1.44
4 H 0.14 -2.31 -1.21
5 O -0.12 0.43 0.32
6 Li -0.30 0.96 -1.34
7 O -1.12 1.42 0.87
8 C -1.20 1.72 2.05
9 C -1.41 2.05 3.30